Molecular formula: C9H9BrN2
Method: DFT, the ωB97M-V functional and the def2-TZVPD basis

Element x y z (Å)
C1 0.306 2.474 0.472
C2 0.443 0.994 0.188
C3 -0.587 0.211 -0.124
C4 -1.953 0.548 -0.064
C5 -2.867 -0.468 0.055
Br1 -4.737 -0.050 0.164
C6 -2.508 -1.858 -0.115
N1 -1.314 -2.205 -0.289
C7 -0.227 -1.277 -0.428
N2 0.967 -1.627 0.362
C8 1.057 -3.063 0.738
C9 1.693 -2.734 -0.324
H1 0.254 3.066 -0.417
H2 1.300 2.842 0.833
H3 -0.547 2.605 1.159
H4 1.363 0.477 0.299
H5 -2.431 1.446 0.261
H6 -3.250 -2.668 -0.177
H7 -0.136 -1.538 -1.482
H8 0.449 -3.624 1.515
H9 2.463 -2.848 -1.005

Properties
Net charge = 0
ΔE to the lowest compared entry with this formula, charge and spin = 72.53 kcal per mole
Frontier orbital gap = 8.00 eV


Molecular formula: C2H5FN2
Method: DFT, the ωB97M-V functional and the def2-TZVPD basis

Element x y z (Å)
H1 0.090 1.927 0.000
N1 -0.770 1.422 0.037
C1 -0.555 0.184 -0.073
N2 -1.663 -0.757 -0.088
C2 0.817 -0.685 -0.003
F1 1.991 0.094 0.007
H2 -2.536 -0.335 0.164
H3 -1.450 -1.398 0.612
H4 0.641 -1.403 -0.910
H5 0.794 -1.284 0.891

Properties
Net charge = 0
ΔE to the lowest compared entry with this formula, charge and spin = 8.99 kcal per mole
Frontier orbital gap = 11.04 eV


Molecular formula: C26H66BaN6O15
Method: DFT, the ωB97M-V functional and the def2-TZVPD basis

Element x y z (Å)
Ba1 -3.581 0.661 3.593
N1 -0.790 1.266 0.762
O1 -0.166 0.319 0.352
O2 -1.649 1.144 1.698
O3 -0.600 2.448 0.331
N2 -3.587 -1.984 0.933
O4 -3.095 -1.221 0.098
O5 -4.111 -1.469 2.007
O6 -3.591 -3.200 0.801
C1 -3.083 4.975 -1.821
C2 -2.352 3.733 -2.336
O7 -0.964 3.735 -2.042
H1 -4.167 4.836 -1.863
H2 -2.854 5.853 -2.438
H3 -2.755 5.250 -0.819
H4 -2.596 3.471 -3.364
H5 -2.797 2.905 -1.740
H6 -0.855 3.427 -1.127
C3 -1.162 -5.350 -4.616
O8 0.025 -4.586 -4.661
C4 0.419 -4.318 -5.979
C5 1.609 -3.351 -5.926
N3 1.213 -2.053 -5.462
C6 2.303 -1.100 -5.443
C7 1.825 0.283 -5.061
O9 1.116 0.271 -3.856
C8 0.787 1.572 -3.428
H7 -0.978 -6.405 -4.839
H8 -1.904 -4.907 -5.288
H9 -1.591 -5.278 -3.616
H10 -0.379 -3.907 -6.611
H11 0.796 -5.237 -6.455
H12 2.019 -3.298 -6.952
H13 2.317 -3.820 -5.242
H14 0.465 -1.655 -6.020
H15 2.909 -1.067 -6.371
H16 3.054 -1.479 -4.736
H17 1.225 0.705 -5.887
H18 2.727 0.918 -4.991
H19 0.215 2.160 -4.158
H20 1.657 2.192 -3.157
H21 0.203 1.454 -2.520
C9 3.837 5.963 1.009
O10 3.604 4.698 1.618
C10 2.263 4.330 1.613
C11 2.123 2.854 1.877
N4 2.772 2.477 3.129
C12 2.857 1.012 3.175
C13 3.565 0.591 4.460
O11 4.862 1.120 4.617
C14 5.822 0.497 3.824
H22 3.210 6.169 0.138
H23 4.865 5.943 0.638
H24 3.748 6.739 1.776
H25 1.844 4.518 0.613
H26 1.594 4.896 2.281
H27 2.408 2.278 0.983
H28 1.063 2.622 1.994
H29 3.725 2.833 3.138
H30 3.207 0.606 2.216
H31 1.831 0.621 3.247
H32 3.616 -0.509 4.381
H33 2.939 0.856 5.309
H34 6.761 0.400 4.379
H35 6.055 1.108 2.943
H36 5.624 -0.519 3.464
C15 -6.353 1.505 1.012
O12 -5.248 2.019 1.714
C16 -5.005 3.393 1.482
C17 -3.570 3.720 1.854
N5 -3.293 3.519 3.278
C18 -1.850 3.923 3.462
C19 -1.199 3.209 4.626
O13 -1.523 1.824 4.707
C20 -0.560 1.033 5.427
H37 -6.340 0.419 0.994
H38 -6.474 1.951 0.024
H39 -7.297 1.762 1.530
H40 -5.698 3.998 2.084
H41 -5.131 3.692 0.438
H42 -3.381 4.740 1.489
H43 -2.916 3.097 1.239
H44 -3.787 4.161 3.892
H45 -1.814 4.996 3.655
H46 -1.306 3.637 2.563
H47 -1.299 3.701 5.606
H48 -0.105 3.258 4.500
H49 -0.843 0.007 5.202
H50 -0.660 1.347 6.469
H51 0.473 1.208 5.122
C21 1.771 -1.388 -1.571
O14 1.312 -2.680 -1.303
C22 2.340 -3.583 -1.050
C23 1.769 -4.857 -0.477
N6 0.717 -5.482 -1.316
C24 0.279 -6.774 -0.795
C25 -0.332 -6.676 0.599
O15 -1.493 -5.876 0.509
C26 -2.365 -6.032 1.607
H52 2.366 -1.301 -2.502
H53 2.528 -1.049 -0.834
H54 0.899 -0.745 -1.626
H55 2.882 -3.175 -0.177
H56 3.038 -3.705 -1.885
H57 1.398 -4.670 0.532
H58 2.616 -5.562 -0.321
H59 1.308 -5.704 -2.121
H60 1.136 -7.468 -0.725
H61 -0.510 -7.180 -1.425
H62 0.377 -6.230 1.308
H63 -0.606 -7.702 0.882
H64 -2.481 -7.097 1.863
H65 -3.345 -5.621 1.404
H66 -1.895 -5.557 2.481

Properties
Net charge = 0
Frontier orbital gap = 6.64 eV


Molecular formula: C30H42Br2MnN2P2
Method: DFT, the ωB97M-V functional and the def2-TZVPD basis

Element x y z (Å)
C1 -1.187 -5.385 -0.637
C2 -1.010 -4.478 -1.709
C3 -1.336 -4.961 -2.992
C4 -1.828 -6.276 -3.117
N1 -1.968 -7.131 -2.107
C5 -1.674 -6.667 -0.893
C6 -0.541 -3.146 -1.435
C7 -0.446 -2.314 -0.446
C8 -0.487 -1.355 0.591
C9 -0.961 -1.535 1.919
C10 -1.254 -0.452 2.682
C11 -0.621 0.871 2.417
C12 0.131 0.958 1.120
C13 0.055 -0.088 0.246
Mn1 0.649 -1.529 -1.855
P1 -1.865 2.291 2.283
H1 -1.250 -4.368 -3.907
H2 -0.945 -5.115 0.382
H3 -2.122 -6.698 -4.082
H4 -1.822 -7.380 -0.088
H5 0.415 0.080 -0.819
H6 -1.054 -2.566 2.285
H7 0.794 1.820 0.955
H8 -1.719 -0.559 3.658
C14 -0.872 3.784 2.217
C15 -1.619 5.049 1.790
H9 -0.030 3.606 1.538
H10 -0.430 3.896 3.213
H11 -0.941 5.910 1.842
H12 -1.972 4.984 0.753
H13 -2.474 5.273 2.439
C16 -2.969 2.322 0.845
C17 -3.861 1.120 0.565
H14 -2.336 2.518 -0.034
H15 -3.587 3.222 1.002
H16 -4.545 1.359 -0.260
H17 -3.280 0.243 0.264
H18 -4.479 0.845 1.427
C18 -2.821 2.110 3.790
C19 -3.860 3.199 4.057
H19 -2.085 2.067 4.605
H20 -3.307 1.125 3.738
H21 -4.492 2.894 4.902
H22 -3.392 4.154 4.334
H23 -4.530 3.361 3.201
Br1 0.434 1.197 4.072
P2 1.502 0.457 -2.903
C20 0.438 1.929 -2.531
C21 0.739 3.137 -3.427
H24 0.563 2.215 -1.474
H25 -0.609 1.622 -2.657
H26 -0.036 3.911 -3.310
H27 1.707 3.592 -3.179
H28 0.754 2.830 -4.479
C22 2.698 0.540 -1.514
C23 3.857 1.509 -1.788
H29 3.066 -0.459 -1.233
H30 2.127 0.853 -0.625
H31 4.290 1.865 -0.840
H32 4.657 0.992 -2.336
H33 3.536 2.378 -2.377
C24 0.924 -0.923 -3.920
C25 0.890 -0.846 -5.468
H34 -0.135 -1.135 -3.577
H35 1.584 -1.763 -3.541
H36 0.669 -1.839 -5.884
H37 0.105 -0.160 -5.803
H38 1.835 -0.492 -5.893
Br2 5.851 0.368 3.667
C26 4.706 -0.807 2.706
C27 4.624 -2.159 3.057
C28 3.791 -2.999 2.319
C29 3.073 -2.450 1.241
N2 3.174 -1.165 0.903
C30 3.932 -0.330 1.629
H39 5.189 -2.528 3.903
H40 3.676 -4.049 2.569
H41 2.402 -3.081 0.645
H42 3.916 0.730 1.369

Properties
Net charge = +2
Multiplicity = 6
ΔE to the lowest compared entry with this formula, charge and spin = 41.44 kcal per mole
<S²> = 8.941
Frontier orbital gap (alpha / beta) = 7.60 / 6.08 eV


Molecular formula: C6H18BFN2O5P
Method: DFT, the ωB97M-V functional and the def2-TZVPD basis

Element x y z (Å)
C1 2.816 -2.093 1.213
C2 3.048 -0.487 1.293
B1 1.688 0.403 1.409
O1 1.787 1.644 2.201
P1 -0.007 0.024 0.588
C3 -0.851 -1.562 1.295
C4 -2.058 -1.969 0.247
F1 -2.630 -3.230 0.681
H1 1.983 -2.482 1.908
H2 3.815 -2.595 1.560
H3 2.680 -2.366 0.101
H4 3.668 -0.158 0.377
H5 3.682 -0.266 2.245
H6 1.167 1.505 2.975
H7 0.018 0.037 -0.854
H8 -0.907 1.107 0.967
H9 -0.120 -2.454 1.292
H10 -1.283 -1.342 2.359
H11 -1.543 -2.082 -0.781
H12 -2.809 -1.096 0.170
C5 -2.693 -1.953 -4.114
N1 -1.441 -1.357 -3.577
O2 -1.554 -0.455 -2.749
O3 -0.388 -1.810 -4.001
H13 -3.546 -1.457 -3.651
H14 -2.696 -1.798 -5.193
H15 -2.684 -3.015 -3.866
C6 0.253 4.977 0.448
N2 -0.050 3.832 1.348
O4 -1.221 3.672 1.681
O5 0.903 3.122 1.696
H16 -0.673 5.507 0.227
H17 0.955 5.628 0.970
H18 0.692 4.571 -0.464

Properties
Net charge = +1
Frontier orbital gap = 8.56 eV


Molecular formula: C5H9Cl
Method: DFT, the ωB97M-V functional and the def2-TZVPD basis

Element x y z (Å)
Cl1 2.688 -0.806 -0.050
C1 1.939 0.658 0.177
C2 0.395 0.734 -0.247
C3 -0.414 -0.111 0.544
C4 -1.746 -0.099 -0.142
C5 -0.932 -1.374 -0.041
H1 2.033 1.026 1.240
H2 2.563 1.311 -0.578
H3 0.004 1.847 -0.289
H4 0.364 0.383 -1.291
H5 -0.312 0.037 1.639
H6 -1.950 0.437 -1.195
H7 -2.686 -0.039 0.486
H8 -1.215 -2.021 0.764
H9 -0.731 -1.984 -1.017

Properties
Net charge = 0
ΔE to the lowest compared entry with this formula, charge and spin = 53.42 kcal per mole
Frontier orbital gap = 10.76 eV


Record-wise maximum force values, in eV/A: 3.905 2.965 2.424 3.232 10.546 5.278